Record 1
C43H38N7RuSe3 | the ωB97M-V functional and the def2-TZVPD basis

Geometry as XYZ:
```
92
Properties=species:S:1:pos:R:3:lowdin_charge:R:1
Ru -0.27 0.44 -0.21 0.958
Se -3.83 -0.40 0.71 0.652
Se -2.90 -2.35 -1.12 0.668
Se -1.66 2.58 0.03 0.744
N 0.72 1.48 -1.83 -0.082
N 1.00 -1.29 -0.79 -0.025
N 3.10 4.01 -5.91 0.177
N -1.09 -0.79 1.38 -0.075
N -1.91 0.14 -2.04 -0.055
N -2.45 -4.12 -4.63 0.087
N -0.49 -4.05 -3.27 0.147
C 2.73 -3.40 -1.32 -0.004
C 2.70 0.25 3.86 -0.032
C 0.94 0.86 -2.99 -0.135
C -3.00 2.63 2.63 -0.151
C -0.97 -5.06 -2.54 -0.303
C 2.58 3.47 -5.04 -0.163
C -3.43 3.25 3.80 -0.085
C -1.97 1.18 -2.89 -0.226
C -2.21 -5.63 -2.82 -0.022
C 1.94 2.80 -3.94 -0.206
C -1.71 -2.17 3.74 -0.061
C 5.10 0.07 3.76 -0.096
C 5.10 0.97 2.70 -0.081
C 1.37 1.68 2.20 -0.502
C -1.26 -3.64 -4.27 -0.216
C -2.39 5.29 3.10 -0.096
C 0.57 -2.55 -0.75 -0.095
C 3.91 1.50 2.23 -0.046
C 3.89 -0.28 4.33 -0.078
C 1.40 -3.65 -1.01 -0.193
C 1.09 2.77 -1.71 -0.136
C -3.13 4.58 4.04 -0.102
C -3.35 -1.03 -3.57 -0.138
C 0.23 1.60 3.21 -0.034
C -0.14 -5.60 -1.45 -0.023
C 2.28 -1.08 -1.12 -0.155
C 2.69 1.15 2.80 -0.180
C -2.25 3.32 1.69 -0.637
C 1.52 3.17 1.80 -0.040
C -2.68 -1.55 3.01 -0.117
C -2.38 -0.91 1.79 -0.748
C -0.40 -2.14 3.26 -0.070
C 3.17 -2.10 -1.40 -0.030
C -3.32 0.02 -4.46 -0.063
C 1.70 3.46 -2.74 0.024
C 1.11 0.89 0.93 -0.149
C 1.55 1.47 -4.07 0.018
C 0.90 -5.03 -0.86 -0.033
C -2.65 -0.94 -2.36 -0.722
C -0.15 -1.43 2.11 -0.182
C -2.92 -5.11 -3.88 -0.130
C -2.63 1.17 -4.10 -0.060
C -1.96 4.67 1.94 -0.158
H -0.47 -2.69 -0.49 0.019
H 3.86 -0.98 5.16 0.102
H 2.09 0.51 0.60 0.047
H -2.60 -6.45 -2.22 0.114
H 0.56 3.56 1.47 0.036
H 6.04 1.26 2.25 0.102
H 3.95 2.19 1.40 0.105
H 0.86 -1.34 1.76 0.099
H 1.48 -5.63 -0.16 0.116
H 1.98 4.49 -2.61 0.129
H 0.02 0.59 3.55 0.060
H -3.27 1.59 2.45 0.031
H -1.95 -2.69 4.66 0.110
H 1.86 3.72 2.67 0.106
H -3.92 -1.92 -3.77 0.081
H 2.62 -0.05 -1.14 0.097
H 0.42 -2.64 3.77 0.107
H 2.25 3.32 1.00 0.067
H -2.62 2.05 -4.73 0.105
H 1.77 -0.04 4.33 0.099
H 1.70 0.92 -4.99 0.129
H 4.20 -1.86 -1.64 0.112
H -0.39 -6.62 -1.15 0.111
H 0.57 -0.16 -3.07 0.116
H 0.85 3.24 -0.77 0.042
H -2.16 6.33 3.27 0.098
H 0.47 2.21 4.09 0.108
H -4.01 2.68 4.52 0.102
H -0.87 -2.83 -4.88 0.110
H -3.72 -1.58 3.31 0.092
H -0.68 1.99 2.76 0.041
H 3.40 -4.23 -1.51 0.124
H -3.46 5.06 4.95 0.096
H -3.90 -5.50 -4.14 0.112
H -3.86 -0.05 -5.40 0.110
H -1.49 2.09 -2.57 0.037
H -1.39 5.22 1.20 0.089
H 6.02 -0.34 4.13 0.100
```

Results
HOMO energy (alpha / beta)   -0.218 / -0.242 hartree
Spin multiplicity   2
Kohn-Sham gap (alpha / beta)   5.02 / 5.67 eV
Strongest force on any atom   0.41 eV/Å
Charge   0

Record 2
C22H26N2O2 | the ωB97M-V functional and the def2-TZVPD basis

Geometry as XYZ:
```
52
Properties=species:S:1:pos:R:3:lowdin_charge:R:1
O -3.14 -0.67 -0.68 -0.045
O -1.64 -3.30 1.32 0.065
N 1.70 1.60 0.23 -0.096
N -1.09 -1.19 1.91 0.091
C -2.71 2.96 -0.24 -0.085
C 0.70 -2.73 1.42 -0.100
C 2.83 -0.26 -0.37 -0.119
C -3.58 -0.81 -2.02 -0.230
C 1.08 -2.98 -0.04 -0.176
C 1.38 2.93 0.66 -0.016
C 1.43 -0.52 -0.50 -0.177
C 2.96 1.08 0.10 -0.180
C 0.77 -1.78 -0.95 -0.140
C 3.99 -1.00 -0.61 -0.026
C 5.21 -0.42 -0.37 -0.102
C -0.79 -2.46 1.53 -0.510
C -2.90 0.56 -0.16 -0.234
C -2.45 -0.69 1.99 -0.111
C -2.32 1.81 1.81 -0.048
C -2.97 1.75 -0.87 -0.020
C 4.20 1.65 0.34 -0.020
C -2.44 -0.78 -3.03 -0.057
C 5.32 0.89 0.11 -0.100
C 0.80 0.63 -0.13 -0.014
C -2.38 3.00 1.10 -0.114
C -2.58 0.59 1.20 -0.151
H -0.35 -0.52 2.02 0.128
H 6.30 1.31 0.28 0.097
H 3.92 -2.01 -0.98 0.104
H -4.34 -0.06 -2.25 0.119
H -4.06 -1.80 -2.04 0.128
H -2.18 3.94 1.59 0.102
H 6.12 -0.98 -0.55 0.097
H -1.76 -1.61 -2.84 0.068
H -2.71 -0.51 3.04 0.128
H -2.85 -0.88 -4.03 0.079
H 1.81 3.67 -0.02 0.097
H 0.92 -3.63 2.00 0.123
H 1.28 -1.90 1.81 0.111
H 0.51 -3.84 -0.41 0.116
H -1.88 0.15 -2.96 0.071
H -2.07 1.83 2.86 0.116
H -3.22 1.76 -1.92 0.105
H -2.76 3.87 -0.81 0.106
H -0.31 -1.62 -0.96 0.096
H 4.28 2.67 0.70 0.103
H 1.10 -2.02 -1.96 0.121
H -0.25 0.85 -0.12 0.113
H 0.30 3.05 0.67 0.068
H -3.09 -1.47 1.57 0.124
H 2.14 -3.22 -0.09 0.099
H 1.77 3.12 1.66 0.096
```

Results
HOMO energy   -0.283 hartree
Spin multiplicity   1
SMILES string   CCOc1ccccc1CNC(=O)CCCc1cn(C)c2ccccc12
Kohn-Sham gap   8.40 eV
Strongest force on any atom   0.66 eV/Å
Charge   0

Which of these has the highest strongest force on any atom?
C22H26N2O2

Which value of strongest force on any atom does entry 2 give?
0.66 eV/Å